Entry from the Open Molecules 2025 dataset: a single C9H17N3O5 molecule (ωB97M-V/def2-TZVPD).

The geometry in XYZ format:
```
34
Properties=species:S:1:pos:R:3:nbo_charge:R:1
C -2.57278 3.93999 -1.90761 -0.65
C -2.22743 2.58885 -1.40773 0.06
O -2.38364 1.63609 -2.36222 -0.70
C -0.89858 2.75411 -0.54310 -0.17
N 0.09128 3.13729 -1.60833 -0.87
C -0.51374 1.55868 0.35103 0.67
O 0.27073 1.80067 1.40550 -0.66
N -0.72343 0.29952 -0.32823 -0.63
C -0.49035 -1.12852 0.27093 -0.15
C 0.97066 -1.45944 0.15686 -0.45
C 1.32861 -2.94932 0.47495 -0.51
C 2.87622 -2.95759 -0.07483 0.71
N 3.67989 -3.69302 0.78206 -0.83
O 3.36683 -2.35879 -0.90875 -0.55
C -0.86117 -1.30393 1.79395 0.79
O -1.76934 -2.13824 2.00112 -0.59
O -0.12843 -0.61980 2.62169 -0.67
H -3.27292 3.92752 -2.81967 0.24
H -3.17177 4.57740 -1.07050 0.22
H -1.59699 4.75466 -2.13747 0.20
H -2.91390 2.46317 -0.42625 0.18
H -1.53290 1.87687 -3.03937 0.49
H -1.13495 3.63806 0.10756 0.23
H 0.32237 4.21884 -1.35119 0.39
H 1.02317 2.52946 -1.30086 0.38
H -1.10583 0.44740 -1.29523 0.44
H -1.25607 -1.80362 -0.19767 0.26
H 1.31692 -1.25476 -0.85057 0.24
H 1.80193 -0.90286 0.68701 0.24
H 1.21827 -3.13963 1.44593 0.21
H 0.67646 -3.75036 0.03844 0.23
H 4.46317 -4.28839 0.24758 0.38
H 3.11845 -4.51503 1.10943 0.36
H 0.19264 0.19839 2.18885 0.53
```

Output
Energy relative to the best compared isomer or geometry (same formula, charge and spin) ... 136.21 kcal per mole
LUMO ... 0.01360 Ha
Maximum force ... 0.14776 Eh/bohr
HOMO level ... -9.92 eV
Frontier orbital gap ... 10.293 eV


Entry from the Open Molecules 2025 dataset: C9H17N5NiO3 as an isolated structure (ωB97M-V/def2-TZVPD).

The geometry in XYZ format:
```
35
Properties=species:S:1:pos:R:3:nbo_charge:R:1
Ni 0.18906 0.50818 0.18410 0.29
C 0.57623 3.41447 4.82695 -0.27
O -0.02158 2.16247 4.51054 -0.50
C -0.20072 1.77899 3.22995 0.89
O -0.54708 0.65898 2.97356 -0.61
N 0.05304 2.75368 2.29133 -0.50
N -0.17312 2.46358 0.93826 -0.66
H 0.74082 3.40107 5.89990 0.21
H -0.09021 4.24978 4.59378 0.17
H 1.53249 3.53861 4.31756 0.19
H 0.04327 3.72037 2.56906 0.38
H 0.58374 2.85093 0.38801 0.39
H -1.06523 2.83992 0.63212 0.36
C 2.21210 0.24090 -2.28382 -0.24
O 2.52391 -0.52690 -1.14031 -0.56
C 1.66952 -0.39297 -0.08853 0.03
C 2.19866 -1.32344 0.97714 -0.72
H 1.44354 -0.25656 -2.88276 0.17
H 3.12136 0.33708 -2.87710 0.18
H 1.84051 1.22492 -1.99064 0.18
H 2.33936 -2.33417 0.58100 0.21
H 1.53674 -1.35702 1.84046 0.22
H 3.18078 -0.96196 1.30452 0.21
N -4.13858 0.13706 -2.88324 -0.80
C -3.59493 -0.07042 -1.63422 0.34
C -2.26153 0.26578 -1.36496 -0.05
N -1.73739 0.10990 -0.15745 -0.44
C -2.54131 -0.37940 0.80308 -0.07
C -3.85030 -0.70581 0.51728 0.02
N -4.39105 -0.56054 -0.69221 -0.44
H -3.50326 0.13556 -3.66301 0.38
H -5.00635 -0.34802 -3.04430 0.40
H -1.60893 0.64499 -2.14120 0.20
H -2.10880 -0.49347 1.78514 0.24
H -4.49475 -1.10541 1.29101 0.20
```

Output
Energy relative to the best compared isomer or geometry (same formula, charge and spin) ... 0.42 kcal per mole
LUMO ... 0.01352 Ha
Maximum force ... 0.00387 Eh/bohr
HOMO level ... -6.15 eV
Frontier orbital gap ... 6.514 eV


Entry from the Open Molecules 2025 dataset: a 2-piece molecular cluster, C9H17N5O overall (ωB97M-V/def2-TZVPD).

The geometry in XYZ format:
```
32
Properties=species:S:1:pos:R:3:nbo_charge:R:1
C 1.53794 2.78397 2.57446 -0.05
C 2.13199 2.19373 1.41632 0.21
C 1.67394 0.55306 -0.65416 0.85
C 0.42098 0.94653 1.96339 0.46
C -0.18461 1.44634 4.06488 -0.15
C 3.33248 2.73759 0.71033 -0.69
C 3.18643 -2.01133 -0.11159 -0.62
C 0.99794 -0.79287 -0.56503 -0.54
C 1.70744 -1.88063 0.22574 -0.38
N -0.54318 0.02913 2.31910 -0.14
N 0.52858 1.91099 2.88107 -0.28
N 1.42473 1.06361 0.99554 -0.45
N -0.94286 0.26647 3.46275 -0.02
N -8.87888 -2.71282 -6.29026 -0.90
O 2.17324 1.25663 -1.45307 -0.41
H 1.83376 3.60072 3.13934 0.25
H 0.51761 1.14311 4.89675 0.28
H -0.93560 2.19226 4.40686 0.27
H 3.82385 3.53631 1.26081 0.26
H 3.12325 3.00507 -0.32266 0.26
H 4.23355 2.02070 0.60667 0.26
H 3.41788 -1.90186 -1.13201 0.21
H 3.66541 -2.88884 0.34823 0.24
H 3.72507 -1.22627 0.28549 0.20
H 0.93257 -1.26339 -1.57848 0.27
H 0.06140 -0.57882 0.03735 0.27
H 1.08298 -2.75514 0.18933 0.24
H 1.68893 -1.67026 1.22933 0.20
H -9.86282 -3.13419 -6.11292 0.47
H -8.78545 -1.93958 -5.61302 0.47
H -8.84451 -2.52981 -7.32972 0.49
H -8.24406 -3.40039 -5.85085 0.47
```

Output
Energy relative to the best compared isomer or geometry (same formula, charge and spin) ... 18.56 kcal per mole
LUMO ... -0.21870 Ha
Maximum force ... 0.09124 Eh/bohr
HOMO level ... -14.47 eV
Net charge ... +2
Frontier orbital gap ... 8.519 eV


Which of these has the lowest energy relative to the best compared isomer or geometry (same formula, charge and spin)? C9H17N5NiO3


Which value of frontier orbital gap does entry 1 give? 10.293 eV


What is the LUMO in the first record? 0.01360 Ha